{"formula": "C3H12N6O3Tl", "method": "wB97M-V/def2-TZVPD", "symbols": ["Tl", "C", "O", "N", "N", "H", "H", "H", "H", "C", "O", "N", "N", "H", "H", "H", "H", "C", "O", "N", "N", "H", "H", "H", "H"], "coordinates": [[1.71900, 0.60380, -0.85022], [-0.42363, -2.78359, -0.49303], [0.54754, -2.05462, -0.57465], [-1.59464, -2.34696, -0.26979], [-0.45938, -4.13235, -0.63438], [-1.71123, -1.36517, -0.06334], [-2.36113, -3.00451, -0.28400], [0.33819, -4.59255, -1.04935], [-1.26377, -4.67003, -0.34462], [-0.11169, 3.89797, -2.37643], [0.06574, 2.74753, -2.01784], [0.49082, 4.47291, -3.35839], [-0.89521, 4.68176, -1.77658], [0.40942, 5.47170, -3.48449], [1.30567, 4.13206, -3.84825], [-0.90338, 5.66670, -1.99998], [-1.19496, 4.27915, -0.90013], [1.08254, -1.26051, 2.60499], [1.78136, -0.77318, 1.77349], [1.43052, -1.86351, 3.66660], [-0.17011, -0.96675, 2.73832], [2.39785, -2.13573, 3.76785], [0.74077, -2.34622, 4.22455], [-0.65591, -1.19230, 3.59461], [-0.56437, -0.46558, 1.95507]], "e_homo_ev": -19.39, "total_charge": 3, "total_energy_ha": -847.01081, "gap_ev": 2.105, "relative_energy_kcal_mol": 78.6}

***

{"formula": "C3H12NO", "method": "wB97M-V/def2-TZVPD", "symbols": ["C", "N", "H", "H", "H", "H", "H", "H", "C", "O", "C", "H", "H", "H", "H", "H", "H"], "coordinates": [[1.16572, 1.91578, 1.65354], [0.94349, 0.43089, 1.51109], [2.19946, 2.09784, 1.35855], [1.07971, 2.19279, 2.70200], [0.44660, 2.43122, 1.02600], [1.84993, -0.01423, 1.81163], [0.10639, 0.13738, 2.06244], [0.77777, 0.20482, 0.50147], [-0.98777, -0.72810, -1.65927], [0.13996, -0.01708, -1.13873], [-1.46419, -1.74160, -0.64750], [-0.70385, -1.24359, -2.58007], [-1.78289, -0.02379, -1.91943], [0.62461, 0.44621, -1.82837], [-1.73214, -1.31676, 0.31704], [-0.68152, -2.48292, -0.46214], [-2.28396, -2.30829, -1.09295]], "spin_multiplicity": 2, "e_homo_ev": [-3.18, -11.12], "total_energy_ha": -251.35756, "gap_ev": [3.946, 11.693], "s_squared": 0.75, "relative_energy_kcal_mol": 14.4}

***

{"formula": "C3H12NO", "method": "wB97M-V/def2-TZVPD", "symbols": ["C", "C", "N", "C", "H", "H", "H", "H", "H", "H", "H", "H", "H", "H", "H", "H", "O"], "coordinates": [[-0.10184, 0.62821, 1.77148], [0.70205, -0.42435, 1.03824], [0.73756, -0.19676, -0.43832], [0.60028, -1.42720, -1.23626], [-1.15686, 0.48374, 1.81983], [0.23285, 0.69840, 2.81070], [0.10078, 1.61345, 1.34541], [1.71856, -0.45481, 1.44580], [0.40025, -1.43995, 1.25584], [1.64710, 0.30780, -0.70214], [0.01168, 0.47824, -0.72199], [1.52138, -1.80197, -1.69029], [-0.00508, -1.17972, -2.10282], [0.20364, -2.27403, -0.69223], [-2.44496, 0.68497, -1.28279], [-2.05600, 2.03666, -1.01199], [-1.68675, 1.14388, -0.88093]], "spin_multiplicity": 2, "e_homo_ev": [-2.80, -12.23], "total_energy_ha": -251.34684, "gap_ev": [3.473, 12.742], "s_squared": 0.75, "relative_energy_kcal_mol": 21.1}

***

{"formula": "C3H12NO", "method": "wB97M-V/def2-TZVPD", "symbols": ["C", "O", "H", "H", "H", "H", "C", "C", "N", "H", "H", "H", "H", "H", "H", "H", "H"], "coordinates": [[-2.00846, 1.78367, 0.88515], [-0.65158, 1.59731, 0.53086], [-2.45374, 2.54448, 0.24887], [-2.03266, 2.03936, 1.94354], [-2.72770, 0.95955, 0.86134], [-0.20726, 2.35609, 0.15017], [0.28058, -1.89029, 0.27850], [1.22977, -1.41029, -0.81103], [1.29001, 0.10940, -0.75284], [0.13613, -2.96597, 0.17585], [-0.71467, -1.52275, 0.01503], [0.57770, -1.57545, 1.27442], [0.95577, -1.66049, -1.83253], [2.24735, -1.73809, -0.61035], [1.41364, 0.37429, 0.22129], [2.10345, 0.39226, -1.31098], [0.56166, 0.60691, -1.26727]], "e_homo_ev": -14.43, "total_charge": 1, "total_energy_ha": -251.21659, "gap_ev": 10.811, "relative_energy_kcal_mol": 33.7}

***

{"formula": "C3H12NO", "method": "wB97M-V/def2-TZVPD", "symbols": ["C", "O", "H", "H", "H", "H", "C", "C", "N", "H", "H", "H", "H", "H", "H", "H", "H"], "coordinates": [[1.20416, -0.62679, -2.03804], [2.15115, 0.07839, -1.22886], [2.83991, 0.33613, -1.83959], [0.64788, 0.15235, -2.53699], [0.48249, -1.14645, -1.36020], [1.48690, -1.49574, -2.62327], [-0.53265, -0.27134, 1.31071], [-2.01035, -0.00635, 0.95983], [0.24300, 0.97200, 0.92242], [-0.47020, -0.59403, 2.37735], [-0.04174, -1.11217, 0.78059], [-2.56667, -0.33364, 1.95844], [-2.44840, -0.68928, 0.21045], [1.27027, 0.74973, 0.79581], [-0.13487, 1.28515, 0.00103], [0.14900, 1.76338, 1.56100], [-2.26987, 0.93866, 0.74931]], "e_homo_ev": -14.74, "total_charge": 1, "total_energy_ha": -251.20220, "gap_ev": 11.320, "relative_energy_kcal_mol": 42.8}

***

{"formula": "C3H12NO2", "method": "wB97M-V/def2-TZVPD", "symbols": ["C", "C", "C", "N", "H", "H", "H", "H", "H", "H", "H", "H", "H", "H", "O", "H", "H", "O"], "coordinates": [[-1.92883, -1.71980, 0.20221], [-1.11740, -0.48591, 0.53888], [-1.60838, 0.79259, 0.56976], [-0.91285, 1.94167, -0.06142], [-1.33301, -2.61177, 0.36233], [-2.19621, -1.66434, -0.84971], [-2.87839, -1.73572, 0.76357], [-0.07159, -0.61199, 0.82172], [-2.68892, 0.90782, 0.44343], [-1.28172, 2.14299, -1.02601], [0.10864, 1.69217, -0.15451], [-0.95342, 2.81309, 0.45521], [2.35547, 0.53528, -0.37881], [1.69024, 0.67035, -1.66677], [1.56128, 0.94766, -0.75351], [3.44465, -0.99259, 0.93279], [4.31030, -1.56053, -0.17223], [3.50015, -1.06096, -0.02693]], "spin_multiplicity": 2, "e_homo_ev": [-3.58, -7.36], "total_energy_ha": -326.58448, "gap_ev": [3.939, 7.684], "s_squared": 0.76, "relative_energy_kcal_mol": 50.4}

***

{"formula": "C3H12NO2", "method": "wB97M-V/def2-TZVPD", "symbols": ["C", "C", "C", "N", "H", "H", "H", "H", "H", "H", "H", "H", "H", "H", "O", "H", "H", "O"], "coordinates": [[2.02451, 1.28219, -0.95480], [0.93960, 1.18837, 0.12743], [-0.84963, -0.40143, -0.70608], [0.19480, -0.06293, -0.05975], [2.77394, 0.47146, -0.92258], [2.59123, 2.20367, -1.00758], [1.60220, 1.05174, -1.92914], [0.29666, 2.04973, -0.05981], [1.27930, 1.16052, 1.15826], [-0.93775, -1.45766, -0.91670], [-1.59950, 0.37235, -0.83222], [0.83254, -0.84795, 0.13077], [-4.66478, 0.03377, 1.79888], [-4.38346, 1.07684, 2.81506], [-4.70281, 0.98574, 1.90470], [0.87638, -3.40400, -0.22342], [2.26995, -3.08223, -0.02597], [1.45683, -2.62016, -0.29704]], "e_homo_ev": -14.17, "total_charge": 1, "total_energy_ha": -326.45578, "gap_ev": 9.344, "relative_energy_kcal_mol": 36.0}

***

{"formula": "C3H12NO2", "method": "wB97M-V/def2-TZVPD", "symbols": ["C", "C", "C", "N", "H", "H", "H", "H", "H", "H", "H", "H", "H", "H", "O", "H", "H", "O"], "coordinates": [[-1.12546, 0.12684, 2.10236], [-1.32768, -0.54583, 0.73996], [0.57525, -1.70281, -0.15576], [-0.04600, -0.62402, 0.01920], [-0.18830, -0.17967, 2.54335], [-1.11116, 1.20159, 1.98516], [-1.90671, -0.18106, 2.79688], [-1.78526, -1.53056, 0.79404], [-2.04656, 0.01398, 0.13777], [1.51079, -1.84142, -0.68832], [0.22528, -2.63987, 0.26184], [0.20030, 0.27484, -0.44195], [-1.30781, 1.55801, -1.82918], [0.04285, 2.24093, -2.10476], [-0.35175, 1.47342, -1.66962], [3.41431, 0.69168, -0.89452], [2.66752, 0.94445, -2.26178], [2.56041, 0.71951, -1.33468]], "e_homo_ev": -15.38, "total_charge": 1, "total_energy_ha": -326.48087, "gap_ev": 11.153, "relative_energy_kcal_mol": 20.2}

***

{"formula": "C3H12NO2", "method": "wB97M-V/def2-TZVPD", "symbols": ["C", "C", "C", "O", "N", "H", "H", "H", "H", "H", "H", "H", "H", "H", "H", "H", "H", "O"], "coordinates": [[-0.98278, -0.42565, -0.17771], [-0.01205, -0.15044, -1.35678], [-0.64096, 0.83366, -2.30320], [1.29025, 0.28446, -0.97027], [-0.28078, -1.04938, 0.99308], [-1.46484, 0.58954, 0.14072], [-1.82700, -0.97635, -0.51599], [0.08233, -1.14247, -1.82082], [-1.40556, 0.43066, -2.94713], [0.07865, 1.11725, -3.16487], [-1.08052, 1.83395, -1.94046], [1.22636, 1.24451, -0.65477], [0.44045, -0.46762, 1.33467], [0.19081, -1.93548, 0.73925], [-0.82319, -1.19602, 1.79949], [0.93440, 1.20902, 3.15301], [-0.14601, 0.40734, 3.61773], [0.65654, 0.30128, 3.01199]], "e_homo_ev": -14.90, "total_charge": 1, "total_energy_ha": -326.46698, "gap_ev": 11.443, "relative_energy_kcal_mol": 28.9}

***

{"formula": "C3H12NO2", "method": "wB97M-V/def2-TZVPD", "symbols": ["O", "C", "C", "N", "C", "H", "H", "H", "H", "H", "H", "H", "H", "H", "H", "H", "H", "O"], "coordinates": [[-0.11256, 2.67006, -0.27820], [0.57841, 2.21556, 0.89680], [0.15054, 0.75353, 1.28049], [-0.09798, -0.10009, 0.07837], [-0.73520, -1.46739, 0.35704], [0.16168, 3.62696, -0.35498], [0.31838, 2.85825, 1.74998], [1.64066, 2.21686, 0.56055], [0.97555, 0.28744, 1.81383], [-0.76369, 0.91252, 1.85255], [-0.68629, 0.27520, -0.67078], [0.79555, -0.19807, -0.42088], [-1.78629, -1.24210, 0.52478], [-0.64147, -2.05660, -0.55090], [-0.23736, -1.98184, 1.17315], [0.31280, -3.29043, -2.00451], [0.24014, -2.86026, -3.44226], [-0.11285, -2.61960, -2.56501]], "spin_multiplicity": 2, "e_homo_ev": [-17.97, -17.97], "total_charge": 2, "total_energy_ha": -325.92152, "gap_ev": [9.811, 2.880], "s_squared": 0.75, "relative_energy_kcal_mol": 46.8}

***

{"formula": "C3H12NO3S", "method": "wB97M-V/def2-TZVPD", "symbols": ["C", "O", "C", "C", "S", "N", "H", "H", "H", "H", "H", "H", "H", "H", "H", "H", "O", "H", "H", "O"], "coordinates": [[-0.76980, -1.37291, 0.25327], [0.53352, -1.94831, -0.00387], [-0.51105, 0.14348, 0.64727], [-1.72937, 0.65613, 1.39265], [-1.56951, 2.11394, 2.53669], [-0.20942, 1.02435, -0.46553], [-1.31657, -1.58699, -0.68087], [-1.20710, -1.95889, 1.03167], [0.33868, 0.00403, 1.36297], [-2.56307, 0.05287, 1.74778], [-2.29528, 1.24073, 0.63429], [-0.69080, 2.60769, 1.62067], [-0.23791, 0.45600, -1.34485], [0.67096, 1.51335, -0.45628], [2.62108, 0.17204, -1.43592], [2.80973, -0.23069, -0.10951], [2.97281, 0.60167, -0.58629], [0.79725, -1.48654, -0.97343], [1.02301, -1.06320, -3.03718], [1.33282, -0.93876, -2.13354]], "e_homo_ev": -4.75, "total_charge": -1, "total_energy_ha": -800.16525, "gap_ev": 7.922, "relative_energy_kcal_mol": 21.7}

***

{"formula": "C3H12NOS", "method": "wB97M-V/def2-TZVPD", "symbols": ["C", "C", "C", "S", "N", "H", "H", "H", "H", "H", "H", "H", "H", "H", "H", "H", "H", "O"], "coordinates": [[-1.56653, 0.06972, 0.52976], [-0.09253, 0.03724, 0.80175], [0.67134, -0.27414, -0.48504], [2.39227, -1.00410, -0.12298], [-2.41599, -1.01999, 1.09471], [-1.90776, 1.04080, 0.89034], [-1.85773, 0.15991, -0.51765], [0.26574, -0.68091, 1.56463], [0.19040, 1.04251, 1.16675], [0.81619, 0.60757, -1.08151], [0.32777, -1.17752, -0.98728], [2.21548, -1.95262, 0.77761], [-3.37452, -0.70571, 1.31847], [-2.46070, -1.84902, 0.50437], [-2.25838, -1.17808, 2.11589], [-1.25040, 2.63225, -2.33168], [0.08000, 3.36267, -1.60724], [-0.76155, 2.89973, -1.55669]], "e_homo_ev": -12.10, "total_charge": 1, "total_energy_ha": -649.38303, "gap_ev": 8.093, "relative_energy_kcal_mol": 42.4}

***

> Which formula does entry 3 have?

C3H12NO

***

Please write out number 1 again, unchanged.
{"formula": "C3H12N6O3Tl", "method": "wB97M-V/def2-TZVPD", "symbols": ["Tl", "C", "O", "N", "N", "H", "H", "H", "H", "C", "O", "N", "N", "H", "H", "H", "H", "C", "O", "N", "N", "H", "H", "H", "H"], "coordinates": [[1.71900, 0.60380, -0.85022], [-0.42363, -2.78359, -0.49303], [0.54754, -2.05462, -0.57465], [-1.59464, -2.34696, -0.26979], [-0.45938, -4.13235, -0.63438], [-1.71123, -1.36517, -0.06334], [-2.36113, -3.00451, -0.28400], [0.33819, -4.59255, -1.04935], [-1.26377, -4.67003, -0.34462], [-0.11169, 3.89797, -2.37643], [0.06574, 2.74753, -2.01784], [0.49082, 4.47291, -3.35839], [-0.89521, 4.68176, -1.77658], [0.40942, 5.47170, -3.48449], [1.30567, 4.13206, -3.84825], [-0.90338, 5.66670, -1.99998], [-1.19496, 4.27915, -0.90013], [1.08254, -1.26051, 2.60499], [1.78136, -0.77318, 1.77349], [1.43052, -1.86351, 3.66660], [-0.17011, -0.96675, 2.73832], [2.39785, -2.13573, 3.76785], [0.74077, -2.34622, 4.22455], [-0.65591, -1.19230, 3.59461], [-0.56437, -0.46558, 1.95507]], "e_homo_ev": -19.39, "total_charge": 3, "total_energy_ha": -847.01081, "gap_ev": 2.105, "relative_energy_kcal_mol": 78.6}